This record from the Open Molecules 2025 dataset describes the ion C16H14BrClF7N2O3 with charge +1. The level of theory is wB97M-V/def2-TZVPD.

CARTESIAN COORDINATES (ANGSTROEM)
H1 0.83132 4.66371 1.71029
N1 0.35853 4.65469 0.79283
C1 0.18291 3.43509 0.47898
C2 -0.48383 3.06377 -0.90878
C3 -0.44734 1.49854 -1.02407
C4 0.75404 0.94818 -1.63738
Cl1 2.12667 1.93093 -2.19779
C5 0.87782 -0.48983 -1.78187
C6 2.16909 -1.09375 -2.39632
O1 2.03528 -1.79293 -3.35780
O2 3.43891 -0.84662 -1.96220
C7 3.53789 -0.70651 -0.52554
C8 3.57097 -2.10195 0.24242
C9 3.35686 -1.79497 1.79453
C10 -0.27375 -1.30303 -1.30777
Br1 -0.00417 -3.20862 -1.50604
C11 -1.46289 -0.68922 -0.72641
C12 -2.67505 -1.53801 -0.25706
F1 -3.90129 -0.96449 -0.61422
F2 -2.77055 -2.77572 -0.81433
C13 -2.75801 -1.75753 1.34064
F3 -2.99551 -3.09706 1.56414
F4 -3.84449 -1.12484 1.89242
C14 -1.43200 -1.43779 2.12554
F5 -1.15470 -0.10608 2.24274
F6 -0.36020 -2.16127 1.68238
F7 -1.63632 -1.87884 3.40938
N2 -1.47633 0.70065 -0.58247
C15 -2.59280 1.44034 0.06177
C16 -3.62478 2.02722 -1.00161
O3 -4.59470 2.62265 -0.66590
H2 0.54229 2.62417 1.16592
H3 0.15810 3.55127 -1.68568
H4 -1.50810 3.48692 -1.02838
H5 2.79529 -0.00678 -0.06328
H6 4.54798 -0.25038 -0.33017
H7 2.84323 -2.83980 -0.16984
H8 4.63862 -2.44166 0.15682
H9 4.18063 -2.30032 2.36853
H10 2.34232 -2.10513 2.13560
H11 3.53101 -0.69379 1.97205
H12 -2.23075 2.23198 0.77382
H13 -3.22190 0.77707 0.71933
H14 -3.37027 1.84974 -2.08518

Summary:
**Kohn-Sham gap**: 8.2 eV
**Charge**: +1
**SMILES**: [H]/N=C/Cc1c(Cl)c(C(=O)OCCC)c(Br)c(C(F)(F)C(F)(F)C(F)(F)F)[n+]1CC=O
**HOMO level**: -13.928 eV
**M**: 530.64 g mol⁻¹

Electronic structure analysis, Löwdin charges in units of e: H 0.075; N 0.118; C -0.230; C -0.094; C -0.129; C -0.418; Cl 0.832; C -0.083; C -0.508; O 0.147; O -0.007; C -0.195; C -0.180; C -0.091; C -0.394; Br 0.962; C -0.046; C -0.315; F 0.101; F 0.083; C -0.277; F 0.141; F 0.144; C -0.443; F 0.149; F 0.136; F 0.154; N 0.045; C -0.054; C -0.218; O 0.130; H 0.127; H 0.106; H 0.121; H 0.103; H 0.146; H 0.089; H 0.118; H 0.084; H 0.060; H 0.076; H 0.155; H 0.133; H 0.149

This record from the Open Molecules 2025 dataset describes a structure of composition C16H14ClFRu. The level of theory is wB97M-V/def2-TZVPD.

CARTESIAN COORDINATES (ANGSTROEM)
C1 2.82627 1.58741 -0.56724
C2 1.70125 2.47490 -0.75383
C3 0.69384 1.77013 -1.52138
H1 1.75152 3.53627 -0.51648
C4 1.19849 0.47234 -1.83300
C5 2.52279 0.37046 -1.29292
H2 3.19014 -0.47747 -1.39586
H3 3.72846 1.78875 -0.00107
H4 -0.25336 2.17426 -1.88907
H5 0.69311 -0.27475 -2.45319
Ru1 1.21471 0.71348 0.71005
Cl1 0.50175 1.70491 2.56343
C6 -3.29677 0.89933 0.16363
C7 -3.14341 0.35370 -1.15372
C8 -2.87798 1.46057 -2.07769
H6 -3.06746 -0.72087 -1.40451
C9 -2.92200 2.66074 -1.32871
C10 -3.15056 2.31255 0.06521
H7 -3.21732 2.99205 0.91350
H8 -3.48744 0.33429 1.08198
H9 -2.72151 1.37776 -3.17350
H10 -2.75895 3.63780 -1.79118
F1 0.77599 -5.19486 2.39704
C11 0.92863 -3.91324 1.90675
C12 -0.16658 -3.34173 1.25797
C13 -0.03905 -2.00532 0.82946
C14 1.14115 -1.28499 1.06881
C15 2.17581 -1.87496 1.77291
C16 2.08756 -3.20951 2.18550
H11 -1.09268 -3.90084 1.12398
H12 -0.84158 -1.47851 0.31729
H13 3.03382 -1.26746 2.02661
H14 2.87134 -3.67717 2.76925

Summary:
**Multiplicity**: 6
**Kohn-Sham gap (alpha / beta)**: 4.6 / 4.6 eV
**Charge**: -1
**Expectation value of S²**: 8.785
**HOMO level (alpha / beta)**: -1.322 / -3.870 eV
**M**: 361.81 g mol⁻¹

Electronic structure analysis, Löwdin charges in units of e: C -0.280; C -0.251; C -0.196; H 0.084; C -0.219; C -0.238; H 0.082; H 0.081; H 0.062; H 0.085; Ru 0.822; Cl -0.294; C -0.120; C -0.070; C -0.123; H 0.101; C -0.121; C -0.060; H 0.100; H 0.092; H 0.099; H 0.090; F -0.012; C -0.296; C -0.043; C -0.136; C -0.368; C -0.154; C -0.050; H 0.098; H 0.064; H 0.074; H 0.098

This record from the Open Molecules 2025 dataset describes an isolated molecule of C16H14ClN5O. The level of theory is wB97M-V/def2-TZVPD.

CARTESIAN COORDINATES (ANGSTROEM)
C1 -0.89081 -3.01338 -1.72609
C2 -0.18290 -1.78282 -1.29300
C3 -0.64725 -0.45250 -1.40258
C4 0.34579 0.32275 -0.85153
N1 0.49389 1.67499 -0.66675
C5 -0.42611 2.68643 -0.76708
O1 -0.08214 3.82771 -0.98440
N2 -1.76224 2.35964 -0.64243
C6 -2.36990 1.38186 0.14030
C7 -1.72193 0.76479 1.20912
C8 -2.36947 -0.21461 1.93762
C9 -3.66755 -0.58866 1.63617
C10 -4.31794 0.05256 0.59445
Cl1 -5.94749 -0.37795 0.20950
C11 -3.68736 1.03070 -0.15134
N3 1.34269 -0.54128 -0.46071
C12 2.58651 -0.24963 0.07213
C13 3.44419 -1.29385 0.43125
C14 4.67886 -0.96805 0.95221
C15 5.02459 0.37129 1.09944
C16 4.10584 1.32763 0.71007
N4 2.91652 1.03137 0.20963
N5 1.00389 -1.82051 -0.73258
H1 -0.28097 -3.88373 -1.50368
H2 -1.09017 -2.97659 -2.79579
H3 -1.84421 -3.09655 -1.20652
H4 -1.57061 -0.13337 -1.83585
H5 1.46642 1.95298 -0.50022
H6 -2.37451 3.08603 -0.99041
H7 -0.72152 1.06222 1.47985
H8 -1.85668 -0.69086 2.75906
H9 -4.17122 -1.35438 2.20315
H10 -4.20980 1.51592 -0.96155
H11 3.11884 -2.30997 0.28701
H12 5.36922 -1.74617 1.24224
H13 5.98086 0.66053 1.50398
H14 4.31466 2.38544 0.79537

Summary:
**Kohn-Sham gap**: 9.0 eV
**SMILES**: Cc1cc(NC(=O)Nc2cccc(Cl)c2)n(-c2ccccn2)n1
**HOMO level**: -8.446 eV
**M**: 327.77 g mol⁻¹

Electronic structure analysis, Löwdin charges in units of e: C -0.028; C -0.335; C 0.033; C -0.229; N 0.166; C -0.518; O 0.080; N 0.146; C -0.270; C -0.032; C -0.064; C -0.116; C -0.675; Cl 0.675; C -0.058; N -0.013; C -0.229; C 0.004; C -0.059; C -0.068; C -0.125; N 0.102; N 0.125; H 0.076; H 0.081; H 0.079; H 0.112; H 0.121; H 0.157; H 0.118; H 0.110; H 0.102; H 0.113; H 0.101; H 0.109; H 0.100; H 0.113

This record from the Open Molecules 2025 dataset describes a structure of composition C16H14FN5OS. The level of theory is wB97M-V/def2-TZVPD.

CARTESIAN COORDINATES (ANGSTROEM)
C1 3.32624 -0.97413 -2.65359
N1 2.76023 -0.24537 -1.55614
C2 1.40825 -0.22762 -1.00983
N2 1.55805 0.42873 0.01886
N3 2.86397 0.79092 -0.01201
N4 3.67797 0.30408 -0.72235
S1 0.41662 -1.14055 -1.74449
C3 -1.05364 -1.33394 -0.47066
C4 -0.53744 -2.42835 0.48437
C5 0.39754 -2.00620 1.55709
C6 0.72528 -3.16446 2.54854
C7 0.37075 -4.52049 2.17111
C8 -0.31929 -4.63804 0.94731
C9 -0.91201 -3.66658 0.40795
H1 -1.58231 -3.94428 -0.60295
H2 -0.57211 -5.73458 1.05313
H3 0.97830 -5.07887 2.77905
H4 1.61170 -2.82669 3.26126
H5 0.52567 -0.97120 1.78238
H6 -1.84977 -1.63937 -0.76455
C10 -1.34359 -0.01858 0.24217
O1 -1.61115 -0.06116 1.65421
N5 -1.32200 1.09960 -0.38812
C11 -1.38993 2.43073 -0.00892
C12 -2.06969 2.79917 1.01132
C13 -2.03992 4.31065 1.35907
C14 -1.70661 5.20337 0.21196
C15 -1.66241 4.73675 -0.88577
C16 -1.20684 3.35842 -1.13328
H7 -0.99972 3.12976 -2.16489
H8 -1.51442 5.45384 -1.71331
F1 -2.07204 6.41333 0.45479
H9 -2.27626 4.60958 2.38298
H10 -1.81995 2.17635 1.80016
H11 -0.90594 0.94630 -1.49223
H12 4.23487 -1.04469 -2.51839
H13 2.86150 -0.51406 -3.74813
H14 3.05010 -2.01236 -2.53810

Summary:
**Kohn-Sham gap**: 8.5 eV
**HOMO level**: -8.555 eV
**M**: 343.39 g mol⁻¹

Electronic structure analysis, Löwdin charges in units of e: C -0.059; N -0.188; C -0.814; N 0.091; N -0.088; N 0.106; S 1.125; C -0.246; C -0.267; C 0.047; C -0.009; C -0.075; C -0.146; C -0.165; H 0.193; H 0.135; H 0.064; H 0.126; H 0.066; H 0.011; C -0.338; O -0.096; N 0.092; C -0.290; C 0.005; C 0.152; C -0.417; C -0.062; C 0.073; H 0.095; H 0.150; F 0.114; H 0.105; H 0.084; H 0.206; H -0.022; H 0.172; H 0.071

This record from the Open Molecules 2025 dataset describes a structure of composition C16H14N3O4V. The level of theory is wB97M-V/def2-TZVPD.

CARTESIAN COORDINATES (ANGSTROEM)
V1 -0.35935 0.08555 0.37793
O1 -0.16957 -1.63539 -0.37816
C1 0.14093 -2.80674 0.16022
C2 -0.23585 -3.97508 -0.51448
C3 0.07860 -5.21261 0.00720
C4 0.79508 -5.33909 1.19847
C5 1.19707 -4.19724 1.85491
C6 0.87172 -2.92696 1.36111
C7 1.39144 -1.76765 2.05885
N1 1.03055 -0.57203 1.80879
C8 1.68828 0.57611 2.42233
C9 2.07274 1.53041 1.29215
N2 0.94033 1.64640 0.37057
C10 0.64688 2.77936 -0.17151
C11 -0.45161 3.06651 -1.04305
C12 -0.58051 4.40913 -1.46608
C13 -1.58331 4.80286 -2.30869
C14 -2.49437 3.83186 -2.76291
C15 -2.39931 2.52094 -2.38068
C16 -1.37983 2.08597 -1.49855
O2 -1.31998 0.83654 -1.16642
H1 -0.78338 -3.87453 -1.44111
H2 -0.23292 -6.10366 -0.52399
H3 1.03903 -6.31577 1.59210
H4 1.77263 -4.27091 2.77078
H5 2.15726 -1.94887 2.81837
H6 2.57424 0.27198 2.98668
H7 0.97885 1.05994 3.09605
H8 2.92560 1.12033 0.74488
H9 2.35198 2.51000 1.68796
H10 1.29884 3.62717 0.05539
H11 0.13886 5.13527 -1.10388
H12 -1.67596 5.83336 -2.62032
H13 -3.29335 4.12901 -3.43183
H14 -3.10132 1.77712 -2.73217
O3 -3.01142 0.11795 2.98699
N3 -2.50931 1.07364 2.51099
O4 -1.48383 0.78121 1.66563

Summary:
**Multiplicity**: 3
**Kohn-Sham gap (alpha / beta)**: 7.9 / 7.9 eV
**Expectation value of S²**: 2.013
**HOMO level (alpha / beta)**: -7.892 / -8.191 eV
**M**: 363.25 g mol⁻¹

Electronic structure analysis, Löwdin charges in units of e: V 1.050; O -0.171; C -0.308; C -0.002; C -0.072; C -0.093; C -0.046; C -0.137; C -0.050; N -0.056; C -0.175; C -0.169; N -0.070; C -0.058; C -0.134; C -0.053; C -0.097; C -0.073; C -0.004; C -0.328; O -0.135; H 0.120; H 0.106; H 0.100; H 0.111; H 0.137; H 0.120; H 0.125; H 0.127; H 0.121; H 0.134; H 0.109; H 0.098; H 0.106; H 0.118; O -0.003; N -0.139; O -0.306

This record from the Open Molecules 2025 dataset describes an isolated molecule of C16H14N4O2S2. The level of theory is wB97M-V/def2-TZVPD.

CARTESIAN COORDINATES (ANGSTROEM)
C1 0.03757 6.63495 -2.20978
C2 -0.22061 5.31338 -1.57558
C3 -0.95766 4.29984 -2.09888
S1 -0.99916 2.93892 -1.03329
C4 0.01203 3.86495 0.06534
N1 0.41600 3.42864 1.29965
C5 0.28846 2.20989 1.92005
O1 0.56392 2.09447 3.09190
C6 -0.15560 1.06931 1.06760
C7 -1.36842 0.44075 1.31923
C8 -1.75431 -0.64679 0.55789
C9 -0.90923 -1.13882 -0.42857
C10 -1.34328 -2.27880 -1.28701
O2 -2.25674 -2.20497 -2.07603
N2 -0.62173 -3.44222 -1.17606
C11 0.31788 -3.84345 -0.26325
N3 0.93524 -4.96519 -0.39747
C12 1.79053 -5.21160 0.63347
C13 2.59397 -6.46456 0.63049
C14 1.81253 -4.24368 1.58582
S2 0.72708 -2.95541 1.19645
C15 0.31258 -0.51769 -0.67217
C16 0.68588 0.58501 0.06993
N4 0.31190 5.04573 -0.35088
H1 1.10924 6.78543 -2.32412
H2 -0.34466 7.42989 -1.57234
H3 -0.44196 6.68951 -3.18252
H4 -1.47104 4.25922 -3.03718
H5 0.81535 4.16334 1.87672
H6 -2.00957 0.81446 2.10276
H7 -2.70540 -1.12605 0.73222
H8 -0.87357 -4.16750 -1.84152
H9 3.22192 -6.51509 1.51494
H10 3.21819 -6.49982 -0.26027
H11 1.93046 -7.32679 0.60706
H12 2.39553 -4.19806 2.48228
H13 0.96434 -0.89676 -1.44556
H14 1.63264 1.06979 -0.11788

Summary:
**Kohn-Sham gap**: 8.6 eV
**SMILES**: Cc1csc(NC(=O)c2ccc(C(=O)Nc3nc(C)cs3)cc2)n1
**HOMO level**: -8.519 eV
**M**: 358.45 g mol⁻¹

Electronic structure analysis, Löwdin charges in units of e: C -0.039; C -0.454; C -0.355; S 1.090; C -0.575; N 0.129; C -0.438; O 0.107; C -0.214; C -0.012; C -0.012; C -0.214; C -0.438; O 0.107; N 0.129; C -0.575; N 0.094; C -0.454; C -0.039; C -0.355; S 1.090; C -0.061; C -0.061; N 0.094; H 0.080; H 0.080; H 0.076; H 0.065; H 0.166; H 0.129; H 0.129; H 0.166; H 0.076; H 0.080; H 0.080; H 0.065; H 0.131; H 0.131